{
  "formula": "C4H14N2O",
  "method": "wB97M-V/def2-TZVPD",
  "elements": ["C", "N", "C", "C", "N", "C", "H", "H", "H", "H", "H", "H", "H", "H", "H", "H", "H", "H", "O", "H", "H"],
  "xyz": [[-2.34548, 2.15095, -0.33836], [-1.29113, 1.33997, 0.25358], [0.00609, 1.42434, -0.40426], [0.62787, 0.05919, -0.56713], [-0.10664, -0.76913, -1.52375], [-0.49527, -2.08008, -1.02969], [-2.01252, 3.17103, -0.31489], [-3.23441, 2.02307, 0.27010], [-2.59479, 1.85266, -1.36649], [-1.57578, 0.37192, 0.31962], [-0.09594, 1.86972, -1.41083], [0.67914, 2.09954, 0.12159], [1.67272, 0.14485, -0.87852], [0.62773, -0.39249, 0.43235], [-0.94780, -0.28393, -1.81296], [-0.93110, -2.63785, -1.85978], [0.36793, -2.61770, -0.65035], [-1.22884, -2.06955, -0.22761], [3.22233, -1.60540, 3.05640], [2.32002, -1.84415, 2.80735], [3.49825, -2.35800, 3.59043]],
  "lowdin_charge": [-0.14, -0.13, -0.26, -0.25, -0.13, -0.15, 0.07, 0.07, 0.07, 0.08, 0.12, 0.11, 0.11, 0.11, 0.09, 0.08, 0.07, 0.06, -0.06, 0.03, 0.03],
  "smiles": "CNCCNC.O",
  "total_energy_ha": -345.51268,
  "e_lumo_ha": 0.028,
  "homo_energy_ev": -8.75
}